No. 1
Below is C18H12I2N4O5RuS as an isolated structure in a non-equilibrium geometry, with properties calculated with the ωB97M-V functional and the def2-TZVPD basis.

Last column: Löwdin charge in e.
Geometry (Å):
C -5.122 -9.956 12.618  0.043
C -6.258 -11.488 14.221  -0.045
H -4.163 -8.855 11.050  0.109
H -4.441 -9.719 13.407  0.130
C -7.242 -11.286 15.216  0.026
C -6.671 -10.890 10.617  -0.078
O -4.546 -7.270 17.430  -0.237
C -3.052 -13.237 7.186  -0.235
O -3.974 -9.602 17.078  -0.281
N -6.692 -13.162 16.656  0.273
C -1.273 -11.960 8.167  -0.044
I -2.290 -16.129 6.319  0.991
H -7.192 -11.312 9.751  0.127
O -6.122 -11.277 7.113  -0.296
C -5.588 -13.448 6.156  -0.667
H -7.928 -10.434 15.291  0.147
N -3.493 -11.048 8.164  -0.021
C -6.906 -11.373 11.897  0.027
C -4.746 -14.527 5.899  -0.201
N -5.379 -12.570 14.655  0.313
S -3.928 -8.471 17.945  0.713
C -1.763 -13.111 7.640  -0.040
C -3.978 -12.187 7.430  -0.141
C -2.159 -10.917 8.429  -0.105
C -5.283 -12.282 6.907  -0.457
C -3.464 -14.387 6.499  -0.613
C -7.587 -12.119 16.319  0.054
C -4.976 -9.496 11.291  -0.051
H -0.229 -11.771 8.372  0.119
H -1.711 -9.961 8.805  0.132
O -3.220 -8.462 19.186  -0.196
I -7.524 -13.524 5.461  1.007
C -5.932 -12.971 15.652  -0.081
H -3.807 -9.067 5.898  0.103
H -7.614 -12.216 11.969  0.155
H -8.546 -11.980 16.867  0.171
O -4.329 -8.488 6.492  -0.107
C -6.111 -10.871 12.882  -0.188
H -5.006 -15.531 5.525  0.091
H -1.167 -14.014 7.533  0.052
N -5.772 -9.939 10.267  -0.069
Ru -5.258 -9.635 8.148  1.290
H -4.868 -7.852 6.029  0.077

Summary:
* HOMO level (spin up / spin down): -12.26 / -12.27 eV
* energy relative to the best compared isomer or geometry (same formula, charge and spin): 109.1 kJ/mol
* multiplicity: 5
* total charge: +2
* LUMO (spin up / spin down): -0.3008 / -0.3008 Eh
* orbital gap (spin up / spin down): 4.07 / 4.09 eV
* electronic energy: -2376.00639 Ha

No. 2
Below is C18H12N4NaO4 as an isolated structure in a non-equilibrium geometry, with properties calculated with the ωB97M-V functional and the def2-TZVPD basis.

Last column: Löwdin charge in e.
Geometry (Å):
H 4.716 2.633 1.476  0.115
Na 0.682 1.039 -1.500  0.490
O 2.646 1.881 2.259  -0.035
C 4.993 2.129 -1.933  -0.030
C -4.261 -1.431 0.751  -0.066
C 3.681 1.737 -2.188  -0.173
C -2.049 -0.245 -2.604  -0.101
H -1.703 -2.823 1.130  0.110
H -1.427 0.037 -3.467  0.121
H -3.424 -1.525 -3.789  0.117
C 5.393 2.441 -0.656  -0.109
C -1.517 -2.238 2.025  0.006
H -2.002 0.127 0.587  0.120
H 0.454 -3.029 2.539  0.100
C -3.959 -1.544 2.060  -0.035
H -4.778 -2.187 -1.843  0.120
C -3.445 -1.104 -0.437  -0.197
N -0.143 -1.522 3.782  0.090
O 3.966 1.026 -4.415  -0.042
O 0.928 1.563 0.825  -0.057
H -4.754 -1.750 2.830  0.123
C -2.591 -1.518 2.647  -0.301
O 2.022 0.472 -3.404  -0.063
N -2.350 -0.603 3.569  0.137
C 3.132 1.001 -3.495  -0.667
C 3.147 1.973 0.085  -0.152
N -1.625 0.129 -1.407  0.057
H 6.366 2.752 -0.402  0.080
H 5.637 2.227 -2.808  0.107
C -2.365 -0.242 -0.345  -0.061
C 2.098 1.795 1.151  -0.701
C -0.339 -2.362 2.779  -0.105
H -0.952 -0.114 4.957  0.105
C -3.923 -1.510 -1.733  -0.037
C 4.535 2.379 0.404  0.009
C -3.156 -1.141 -2.775  -0.070
H -5.339 -1.499 0.430  0.119
N 2.846 1.779 -1.181  0.089
C -1.140 -0.735 4.098  -0.215

Summary:
* HOMO level: -5.04 eV
* multiplicity: 1
* total charge: -1
* LUMO: 0.0608 Eh
* orbital gap: 6.70 eV
* electronic energy: -1375.53601 Ha

No. 3
Below is an isolated molecule of C18H12N4O2S in a non-equilibrium geometry, with properties calculated with the ωB97M-V functional and the def2-TZVPD basis.

Last column: Löwdin charge in e.
Geometry (Å):
O -2.329 1.182 -5.383  -0.016
H 0.999 -0.946 -4.080  0.119
C 0.533 -2.971 -1.406  -0.032
H 2.305 1.119 5.895  0.121
N 0.081 -0.407 -0.253  0.099
H -2.737 -0.769 -6.191  0.136
N -1.780 1.549 -4.149  0.119
C 1.059 1.528 4.149  -0.044
H 0.946 2.669 7.332  0.106
C -0.457 0.702 0.167  -0.552
C 1.007 -1.875 -3.479  -0.059
C -1.408 0.435 -3.571  -0.371
C 1.637 -4.212 -3.179  -0.079
C -0.615 1.931 2.237  -0.410
N -0.192 0.875 1.488  0.112
H 2.038 -5.144 -3.580  0.098
H -1.681 3.517 4.134  0.109
H 1.647 0.882 3.506  0.107
C 0.465 -1.798 -2.183  -0.163
C 0.700 2.537 6.279  -0.088
H -0.916 3.987 6.381  0.114
H 1.081 -5.102 -1.316  0.102
H 0.117 -2.961 -0.405  0.102
N -1.706 -0.697 -4.342  0.156
C 1.119 -4.158 -1.872  -0.083
C -0.884 0.438 -2.210  -0.397
S -1.276 1.688 -1.047  1.142
C -2.271 -0.187 -5.401  -0.139
H 0.289 0.093 1.924  0.154
C -0.093 2.122 3.626  -0.117
C 1.548 -3.037 -3.979  -0.085
O -1.428 2.703 1.742  0.043
H 2.068 -3.070 -4.943  0.103
C -0.359 3.274 5.759  -0.074
C -0.819 2.993 4.483  -0.010
C 1.435 1.676 5.477  -0.081
C -0.123 -0.568 -1.613  -0.244

Summary:
* HOMO level: -8.23 eV
* energy relative to the best compared isomer or geometry (same formula, charge and spin): 8.6 kJ/mol
* multiplicity: 1
* total charge: 0
* LUMO: -0.0049 Eh
* orbital gap: 8.09 eV
* electronic energy: -1460.80569 Ha

No. 4
Below is C18H13ClILaN4OS as an isolated structure, with properties calculated with the ωB97M-V functional and the def2-TZVPD basis.

Last column: Löwdin charge in e.
Geometry (Å):
H 1.810 2.815 2.982  0.119
S -0.780 -0.209 -2.366  0.585
H -4.307 4.203 0.242  0.129
C -1.967 -1.147 -1.557  -0.713
C -1.113 -3.334 -2.364  0.006
H -1.320 -4.364 -2.090  0.107
C 4.885 1.622 2.296  0.027
C -3.802 -1.852 -0.461  0.004
I 3.039 -3.074 -1.455  1.053
N 2.185 1.234 1.723  -0.064
C 2.580 2.177 2.562  -0.108
H -1.248 -3.192 -3.434  0.111
C -5.054 2.322 -0.509  0.010
H 5.935 1.781 2.504  0.109
C 5.431 -0.256 0.727  -0.588
O 1.343 -0.923 0.334  -0.473
H -0.101 -3.063 -2.073  0.031
Cl 7.121 -0.025 0.950  0.780
H 5.697 -1.885 -0.605  0.104
C 3.597 -1.487 -0.262  -0.648
C -4.089 3.172 0.009  -0.009
N -3.037 -0.744 -0.805  -0.010
N -2.488 1.393 -0.033  -0.049
N -2.058 -2.483 -1.637  -0.098
C 4.986 -1.251 -0.094  -0.142
H 4.179 3.169 3.601  0.124
H -5.440 0.330 -1.242  0.137
C 2.690 -0.700 0.392  -0.415
H -3.434 -3.974 -0.945  0.146
C -4.722 1.007 -0.803  0.047
H -2.044 3.308 0.629  0.113
C -3.187 -2.928 -0.986  0.010
C 4.512 0.598 1.402  -0.152
C 3.134 0.397 1.193  -0.185
H -6.057 2.678 -0.700  0.136
C -3.429 0.596 -0.543  -0.273
C -2.822 2.666 0.223  -0.119
C 3.922 2.391 2.898  -0.010
H -4.683 -1.757 0.148  0.143
La 0.137 0.787 0.150  2.023

Summary:
* HOMO level: -13.54 eV
* energy relative to the best compared isomer or geometry (same formula, charge and spin): 12.3 kJ/mol
* multiplicity: 1
* total charge: +2
* LUMO: -0.2550 Eh
* orbital gap: 6.60 eV
* electronic energy: -2175.24933 Ha

No. 5
Below is C18H14BCl4N3O11W as an isolated structure in a non-equilibrium geometry, with properties calculated with the ωB97M-V functional and the def2-TZVPD basis.

Last column: Löwdin charge in e.
Geometry (Å):
H 0.033 -2.847 -3.511  0.124
O -6.686 3.093 0.242  0.135
H 2.777 0.243 -4.472  0.113
O -0.719 1.309 0.114  -0.165
C 2.600 -0.715 -3.987  0.024
C 1.604 -0.527 -2.864  -0.413
O 1.127 -1.289 -0.636  -0.081
H 2.155 -3.606 -1.259  0.111
Cl 2.604 2.837 4.182  0.854
H -4.530 3.721 -0.543  0.151
H -0.364 0.348 -2.533  0.084
C 1.904 0.472 3.130  -0.264
N -2.191 -0.546 1.549  -0.039
H -0.892 -1.854 -2.387  0.092
O -6.808 1.228 1.330  0.124
Cl 4.099 1.068 6.369  0.869
C 2.531 -1.816 4.048  -0.622
H 2.194 -1.398 -4.735  0.116
O 2.231 0.348 -1.825  0.185
C -2.054 1.546 0.232  -0.161
H 3.549 -1.104 -3.629  0.099
C 3.242 0.363 5.106  -0.630
C -4.175 0.782 1.130  0.121
C -0.037 -2.520 -2.471  0.020
C -4.752 1.914 0.592  -0.073
N -1.935 3.634 -1.145  -0.327
O 1.200 -1.485 2.120  -0.031
H 0.685 1.241 -3.637  0.117
H -0.201 -3.404 -1.858  0.112
H -0.092 -0.252 -4.175  0.115
C 1.850 -1.046 3.085  -0.261
C -2.682 2.661 -0.319  -0.017
Cl 4.034 -1.986 6.221  0.894
H -4.765 0.064 1.682  0.152
W 0.098 -0.173 0.822  1.958
N -6.213 2.130 0.792  -0.340
C 2.409 -2.827 -1.976  0.017
C -2.814 0.607 0.946  -0.146
O -1.095 -0.023 2.328  -0.208
C 1.262 -1.855 -2.105  -0.338
O -1.410 -1.178 0.420  -0.191
H 3.333 -2.336 -1.671  0.110
H 2.580 -3.304 -2.940  0.119
O -2.510 4.654 -1.419  0.152
C 0.379 0.244 -3.327  0.017
Cl 2.464 -3.512 3.938  0.840
O -0.861 3.267 -1.574  0.112
C -4.037 2.852 -0.126  0.126
B 1.750 -0.044 -0.666  -0.510
O 1.313 1.014 2.197  -0.011
C 3.208 -1.137 5.038  -0.615
C 2.604 1.140 4.176  -0.619

Summary:
* HOMO level: -15.84 eV
* energy relative to the best compared isomer or geometry (same formula, charge and spin): 241.6 kJ/mol
* multiplicity: 1
* total charge: +2
* LUMO: -0.3674 Eh
* orbital gap: 5.84 eV
* electronic energy: -3618.09653 Ha

No. 6
Below is C18H14BrF3N3O5Rb as an isolated structure in a non-equilibrium geometry, with properties calculated with the ωB97M-V functional and the def2-TZVPD basis.

Last column: Löwdin charge in e.
Geometry (Å):
N -0.652 0.599 0.556  0.125
H -1.144 -3.433 1.513  0.118
F -2.230 1.448 -5.055  0.049
H -2.591 2.281 2.378  0.113
O 1.149 3.730 0.278  0.070
O -0.011 3.422 -5.720  0.045
N -0.350 -0.289 -0.319  0.048
C 1.840 -5.598 2.673  -0.063
F -1.407 0.419 -6.780  0.138
H 0.695 3.262 -0.452  0.050
C 0.769 -4.265 0.969  -0.221
H 1.209 -4.392 -1.162  0.117
C -1.068 1.986 0.114  -0.450
C 0.075 -1.457 0.127  -0.118
H -0.033 5.054 4.411  0.105
C 1.818 -5.091 1.387  -0.024
F -2.183 2.415 -7.008  0.153
H -2.175 1.861 0.028  0.169
H 2.627 -5.314 0.700  0.121
H -0.574 0.400 1.558  0.173
C -0.287 -4.006 1.851  -0.046
H 1.481 5.084 2.441  0.121
C 0.426 -2.495 -0.783  -0.620
C -0.827 2.887 1.323  -0.117
H 0.808 -5.728 4.553  0.110
C 0.808 -3.735 -0.396  -0.051
O 2.295 2.247 -4.033  -0.085
H 2.667 -6.219 2.992  0.111
C 0.590 4.465 2.455  -0.002
C -1.413 3.656 3.538  -0.098
C -1.686 2.885 2.416  -0.056
N 2.703 1.432 -3.353  0.014
Rb -0.017 1.172 -3.118  1.177
C -0.270 -4.531 3.135  -0.064
H -1.098 -4.337 3.806  0.110
H -2.088 3.656 4.384  0.097
C 0.797 -5.317 3.551  -0.065
C -0.262 4.441 3.546  -0.083
Br 0.483 -2.075 -2.623  0.833
C 0.314 3.688 1.331  -0.270
O 0.679 1.279 -5.418  -0.255
O -0.507 2.342 -1.011  -0.351
H 0.221 -1.642 1.190  0.129
C -1.478 1.623 -6.202  -0.548
C -0.102 2.192 -5.769  -0.708

Summary:
* HOMO level (spin up / spin down): -8.09 / -8.63 eV
* energy relative to the best compared isomer or geometry (same formula, charge and spin): 129.0 kJ/mol
* multiplicity: 1
* total charge: 0
* LUMO (spin up / spin down): -0.1432 / -0.0608 Eh
* orbital gap (spin up / spin down): 4.19 / 6.98 eV
* electronic energy: -4132.32308 Ha

No. 7
Below is C18H14ClFeNO5S as an isolated structure in a non-equilibrium geometry, with properties calculated with the ωB97M-V functional and the def2-TZVPD basis.

Last column: Löwdin charge in e.
Geometry (Å):
H -0.464 -1.327 0.609  0.061
O -1.018 -5.352 -1.631  -0.360
C -3.494 -5.961 -1.858  -0.331
H -2.475 2.341 1.233  0.097
C -5.135 -8.161 -2.375  -0.314
C -5.522 -6.880 -2.793  -0.094
N -6.589 -10.259 -2.940  0.039
O -2.534 -3.767 -2.848  -0.346
C -2.529 -3.676 -0.270  -0.664
O 3.354 -0.890 1.131  0.041
C 0.158 2.604 0.369  -0.235
C 0.985 0.441 2.998  -0.162
C -3.969 -8.318 -1.621  -0.093
H -2.715 0.200 0.511  0.098
H 0.423 -0.223 -1.361  0.110
C -0.047 1.799 -0.771  -0.146
C -4.710 -5.779 -2.519  -0.114
H -6.444 -6.757 -3.364  0.095
H -2.263 -7.354 -0.752  0.094
H 0.625 3.592 0.263  0.100
H -2.076 1.682 2.825  0.096
O 1.305 0.242 4.104  0.076
C -1.763 1.675 1.764  -0.203
C -0.042 0.402 -0.579  -0.216
C 2.331 -0.361 1.003  -0.135
O 2.950 2.648 2.593  0.071
H 0.103 2.202 -1.787  0.084
H -0.103 2.857 2.534  0.099
Fe 0.998 0.928 1.285  0.004
H -3.504 -3.154 -0.236  0.064
C -1.860 0.234 1.212  -0.218
H -3.662 -9.308 -1.278  0.097
C -5.930 -9.319 -2.710  -0.269
C -0.372 2.252 1.659  -0.306
C -0.629 -0.250 0.521  -0.232
S -2.262 -4.611 -1.704  0.571
C 2.203 2.080 1.909  -0.210
Cl -1.630 -3.826 1.146  0.668
H -2.108 -0.479 2.025  0.097
H -5.007 -4.787 -2.860  0.097
C -3.166 -7.216 -1.335  -0.112

Summary:
* HOMO level (spin up / spin down): 0.38 / -2.11 eV
* energy relative to the best compared isomer or geometry (same formula, charge and spin): 12.5 kJ/mol
* multiplicity: 5
* total charge: -2
* LUMO (spin up / spin down): 0.1709 / 0.1220 Eh
* orbital gap (spin up / spin down): 4.27 / 5.43 eV
* electronic energy: -3247.14494 Ha

No. 8
Below is C18H14ClKPS as an isolated structure, with properties calculated with the ωB97M-V functional and the def2-TZVPD basis.

Last column: Löwdin charge in e.
Geometry (Å):
H 1.304 -1.256 1.702  0.101
S -4.091 -0.378 -3.375  -0.915
H 4.207 -1.274 -2.290  0.101
C -1.632 0.051 3.156  -0.085
Cl 1.591 -0.619 -3.099  0.666
H 1.128 3.972 -0.930  0.091
H -1.577 -2.934 0.723  0.102
H -2.790 3.134 -2.488  0.106
K -1.447 -1.426 -3.594  0.198
C -0.857 3.716 -1.731  -0.098
C -2.087 -1.191 3.579  -0.098
H -0.972 4.763 -1.988  0.093
H 1.401 1.596 -0.364  0.098
H -1.673 0.901 3.826  0.099
H -2.561 0.780 -1.958  -0.087
C -1.135 0.213 1.869  -0.078
C -1.875 2.816 -2.003  -0.070
C 2.234 -0.989 -1.513  -0.637
C -2.059 -2.268 2.706  -0.089
C 0.325 3.275 -1.139  -0.106
H 3.704 -1.787 1.929  0.100
H 5.165 -1.804 -0.064  0.100
C 3.583 -1.277 -1.406  -0.115
C 3.292 -1.561 0.953  -0.087
C 0.476 1.935 -0.820  -0.125
C -1.736 1.469 -1.684  -0.144
H -0.797 1.187 1.537  0.103
C 4.113 -1.568 -0.159  -0.097
H -2.480 -1.314 4.580  0.096
C -1.569 -2.102 1.418  -0.099
C 1.377 -0.965 -0.411  -0.391
C 1.941 -1.263 0.825  -0.073
P -0.425 -0.760 -0.713  1.028
C -0.553 1.026 -1.089  -0.413
H -2.437 -3.232 3.022  0.099
C -1.089 -0.867 0.992  -0.375

Summary:
* HOMO level: -1.29 eV
* energy relative to the best compared isomer or geometry (same formula, charge and spin): 0.0 kJ/mol
* multiplicity: 1
* total charge: -1
* LUMO: 0.0755 Eh
* orbital gap: 3.34 eV
* electronic energy: -2493.98144 Ha